Entry 1:
# C10H15NO3SSi

C10H15NO3SSi as an isolated structure in a non-equilibrium geometry (ωB97M-V/def2-TZVPD, the OMol25 dataset).

```
31
Properties=species:S:1:pos:R:3:lowdin_charge:R:1
O 0.351 -1.268 0.407 -0.153
O -0.758 1.276 0.730 -0.124
O -0.219 0.193 -1.720 -0.119
S -4.419 -2.525 0.063 0.977
C -4.581 -0.923 0.623 -0.447
C -2.739 -2.196 -0.393 -0.363
C -3.478 -0.168 0.429 -0.205
C -2.414 -0.891 -0.165 -0.301
N 2.142 0.763 -0.274 -0.150
C 1.141 -0.806 1.444 -0.256
C 0.379 2.037 0.997 -0.244
C 0.913 -0.520 -2.065 -0.272
C 2.406 -0.166 0.884 -0.120
C 1.452 2.055 -0.071 -0.144
C 2.209 0.137 -1.632 -0.135
Si -0.724 -0.122 -0.185 0.414
H -5.485 -0.515 1.030 0.064
H -2.069 -2.952 -0.743 0.065
H -3.404 0.883 0.676 0.105
H 1.377 -1.644 2.107 0.129
H 0.551 -0.085 2.010 0.090
H 0.809 1.647 1.944 0.112
H 0.072 3.026 1.304 0.121
H 0.812 -1.506 -1.564 0.112
H 0.908 -0.701 -3.151 0.129
H 3.119 -0.969 0.509 0.139
H 2.953 0.373 1.626 0.104
H 1.015 2.300 -1.029 0.118
H 2.218 2.803 0.182 0.123
H 2.375 0.967 -2.299 0.110
H 3.088 -0.502 -1.677 0.119
```

---

Entry 2:
# C10H15NO6

An isolated molecule of C10H15NO6 in a non-equilibrium geometry (ωB97M-V/def2-TZVPD, the OMol25 dataset).

```
32
Properties=species:S:1:pos:R:3:lowdin_charge:R:1
C 2.809 -1.909 -0.225 -0.025
C 1.403 -1.398 -0.202 -0.361
C 0.709 -1.377 -1.546 -0.013
N 0.877 -1.095 0.923 0.189
C 0.086 0.103 1.076 -0.360
C 0.837 1.410 0.936 -0.056
C 1.186 1.890 -0.470 -0.241
O 2.362 2.687 -0.482 -0.046
O -0.206 0.126 2.519 0.075
C -1.324 -0.600 2.715 -0.510
O -1.528 -1.437 3.558 0.177
O -2.206 -0.189 1.738 0.094
C -1.402 -0.018 0.580 -0.216
C -1.996 1.014 -0.345 -0.019
C -3.302 0.502 -0.942 -0.471
O -4.310 1.154 -0.912 0.149
O -3.254 -0.721 -1.577 0.078
H 3.443 -1.231 -0.782 0.090
H 3.158 -2.089 0.780 0.081
H 2.813 -2.877 -0.727 0.085
H -0.119 -2.072 -1.530 0.092
H 1.388 -1.578 -2.361 0.085
H 0.286 -0.395 -1.732 0.058
H 0.206 2.162 1.391 0.137
H 1.738 1.357 1.535 0.134
H 0.399 2.535 -0.839 0.113
H 1.299 1.089 -1.196 0.093
H 3.021 2.187 0.000 0.078
H -1.474 -0.973 0.065 0.133
H -1.350 1.201 -1.196 0.122
H -2.264 1.941 0.143 0.142
H -3.284 -1.398 -0.895 0.114
```

---

E_tot values, unit eV, following the record order: -36960.85341 -24386.79116.
E_LUMO values, unit eV, following the record order: 0.88 0.21.